No. 1
A molecular structure, C13H12BF6N6O4S2SeZr, computed with ωB97M-V/def2-TZVPD.

Values from the calculation:
- Total charge: +1
- 2S+1: 1
- ΔE to the lowest compared entry with this formula, charge and spin: 2.3 kcal/mol
- E_tot: -136080.7756 eV
- Highest occupied orbital energy: -12.161 eV
- Gap between HOMO and LUMO: 8.00 eV

Atoms and positions in Å:
Zr (-0.420, 0.411, 0.012)
B (-3.242, 0.437, 0.042)
N (-2.936, -0.030, 1.463)
C (-3.627, -0.668, 2.401)
C (-2.742, -1.088, 3.394)
C (-1.504, -0.654, 2.971)
N (-1.617, -0.021, 1.790)
N (-2.734, 1.887, -0.173)
C (-3.302, 3.071, 0.061)
C (-2.491, 4.067, -0.470)
C (-1.431, 3.384, -1.037)
N (-1.564, 2.064, -0.864)
H (-4.392, 0.293, -0.232)
H (-2.501, -0.234, -0.707)
H (-4.694, -0.787, 2.313)
H (-2.981, -1.612, 4.302)
H (-0.540, -0.742, 3.446)
H (-4.249, 3.139, 0.569)
H (-2.664, 5.128, -0.461)
H (-0.563, 3.768, -1.548)
Se (1.047, 2.079, 1.241)
C (2.723, 1.150, 0.966)
C (2.980, -0.031, 1.642)
C (4.197, -0.658, 1.410)
N (5.124, -0.182, 0.583)
C (4.866, 0.966, -0.036)
C (3.682, 1.675, 0.117)
H (2.261, -0.459, 2.328)
H (4.432, -1.589, 1.912)
H (5.643, 1.339, -0.693)
H (3.514, 2.599, -0.418)
F (2.475, -0.707, -4.270)
C (1.182, -0.766, -4.053)
F (0.655, -1.848, -4.580)
F (0.578, 0.317, -4.501)
S (0.889, -0.807, -2.222)
O (1.396, 0.427, -1.614)
O (-0.568, -0.814, -1.962)
N (1.580, -2.122, -1.767)
S (1.214, -2.587, -0.299)
O (0.727, -1.402, 0.470)
O (2.210, -3.390, 0.296)
C (-0.370, -3.594, -0.443)
F (-1.367, -2.805, -0.020)
F (-0.295, -4.650, 0.331)
F (-0.581, -3.956, -1.688)



No. 2
A molecular structure, C13H12Cl2N3OPd, computed with ωB97M-V/def2-TZVPD.

Values from the calculation:
- Total charge: +1
- 2S+1: 1
- E_tot: -48712.6446 eV
- Highest occupied orbital energy: -12.089 eV
- Gap between HOMO and LUMO: 8.34 eV

Atoms and positions in Å:
Pd (-0.253, -0.408, -0.506)
O (2.374, 2.415, 0.325)
C (1.715, 1.541, -0.197)
N (0.425, 1.223, 0.104)
C (-0.241, 1.907, 1.202)
C (-0.939, 0.910, 2.062)
C (-1.518, 1.222, 3.284)
C (-2.180, 0.232, 3.980)
C (-2.246, -1.050, 3.444)
C (-1.652, -1.283, 2.226)
N (-1.009, -0.320, 1.546)
C (2.223, 0.696, -1.315)
C (3.362, 1.001, -2.026)
C (3.746, 0.147, -3.046)
C (2.991, -0.990, -3.297)
C (1.864, -1.230, -2.536)
N (1.485, -0.392, -1.564)
H (-0.982, 2.615, 0.816)
H (0.495, 2.484, 1.762)
H (-1.440, 2.228, 3.674)
H (-2.641, 0.450, 4.935)
H (-2.745, -1.855, 3.964)
H (-1.667, -2.264, 1.769)
H (3.916, 1.891, -1.760)
H (4.628, 0.358, -3.637)
H (3.266, -1.688, -4.075)
H (1.260, -2.113, -2.688)
Cl (-3.099, -0.074, -0.916)
C (-2.985, -1.594, -1.773)
Cl (-1.334, -2.330, -1.562)
H (-3.123, -1.432, -2.834)
H (-3.697, -2.296, -1.361)



No. 3
A single C13H12ClN3O molecule, computed with ωB97M-V/def2-TZVPD.

Values from the calculation:
- Structure (SMILES): O=C(NCc1cccnc1)Nc1ccc(Cl)cc1
- 2S+1: 1
- E_tot: -32716.9969 eV
- Highest occupied orbital energy: -8.395 eV
- Gap between HOMO and LUMO: 8.86 eV

Atoms and positions in Å:
O (-0.551, -0.472, -1.566)
C (-0.631, -0.944, -0.454)
N (-1.772, -1.540, 0.014)
C (-3.008, -1.462, -0.743)
C (-3.865, -0.313, -0.280)
C (-3.515, 0.998, -0.590)
C (-4.300, 2.033, -0.112)
C (-5.406, 1.716, 0.663)
N (-5.746, 0.475, 0.966)
C (-4.994, -0.509, 0.506)
N (0.398, -0.985, 0.462)
C (1.712, -0.546, 0.306)
C (2.172, 0.079, -0.851)
C (3.486, 0.496, -0.939)
C (4.350, 0.296, 0.125)
Cl (5.995, 0.821, 0.011)
C (3.908, -0.323, 1.283)
C (2.595, -0.740, 1.369)
H (-1.862, -1.746, 0.996)
H (-3.544, -2.409, -0.637)
H (-2.718, -1.319, -1.786)
H (-2.642, 1.190, -1.197)
H (-4.061, 3.061, -0.337)
H (-6.052, 2.486, 1.063)
H (-5.315, -1.507, 0.778)
H (0.211, -1.436, 1.346)
H (1.496, 0.229, -1.676)
H (3.839, 0.978, -1.837)
H (4.585, -0.477, 2.108)
H (2.250, -1.224, 2.272)



No. 4
A molecular structure, C13H12CoN4S2Te4, computed with ωB97M-V/def2-TZVPD.

Values from the calculation:
- Expectation value of S²: 6.12
- Total charge: -1
- 2S+1: 5
- E_tot: -108107.0081 eV
- Highest occupied orbital energy (spin up / spin down): -2.723 / -4.385 eV
- Gap between HOMO and LUMO (spin up / spin down): 4.23 / 4.87 eV

Atoms and positions in Å:
Co (-0.024, -0.069, 0.224)
N (0.898, 3.586, 2.091)
C (0.567, 2.269, 1.847)
S (-0.744, 1.932, 0.706)
N (1.258, 1.327, 2.393)
N (0.968, 0.092, 1.858)
C (1.042, -0.981, 2.623)
C (0.514, -2.160, 2.073)
C (0.523, -3.421, 2.722)
C (-0.106, -4.487, 2.150)
C (-0.740, -4.328, 0.895)
C (-0.693, -3.089, 0.301)
N (-0.107, -2.018, 0.847)
H (0.141, 4.246, 2.072)
H (1.564, 3.715, 2.837)
H (1.416, -0.921, 3.638)
H (1.028, -3.505, 3.676)
H (-0.124, -5.446, 2.654)
H (-1.256, -5.142, 0.408)
H (-1.164, -2.933, -0.665)
Te (-1.906, 2.303, -3.120)
Te (-3.554, 0.177, -3.921)
Te (-5.182, 0.625, -5.995)
Te (-1.458, 0.103, -1.641)
S (1.376, 0.487, -1.504)
C (2.924, -0.115, -2.119)
C (4.048, 0.707, -2.028)
C (5.277, 0.266, -2.496)
C (5.403, -0.994, -3.066)
C (4.285, -1.810, -3.171)
C (3.053, -1.376, -2.702)
H (3.950, 1.692, -1.591)
H (6.139, 0.918, -2.420)
H (6.366, -1.335, -3.425)
H (4.367, -2.790, -3.625)
H (2.180, -2.009, -2.799)



No. 5
A single C13H12N4O molecule, computed with ωB97M-V/def2-TZVPD.

Values from the calculation:
- Structure (SMILES): c1ccc(OCC2=NNc3ccncc3N2)cc1
- 2S+1: 1
- ΔE to the lowest compared entry with this formula, charge and spin: 30.1 kcal/mol
- E_tot: -21680.8594 eV
- Highest occupied orbital energy: -6.900 eV
- Gap between HOMO and LUMO: 7.62 eV

Atoms and positions in Å:
C (0.160, -5.086, 1.411)
C (-0.486, -4.347, 2.491)
C (-0.738, -2.979, 2.349)
C (-0.341, -2.324, 1.165)
O (-0.427, -0.980, 0.862)
C (-1.393, -0.618, -0.162)
C (-0.876, 0.773, -0.622)
N (-1.500, 1.321, -1.655)
N (-1.062, 2.563, -2.072)
C (0.012, 3.267, -1.452)
C (0.587, 4.426, -1.951)
C (1.634, 4.952, -1.314)
N (2.148, 4.433, -0.147)
C (1.642, 3.246, 0.334)
C (0.539, 2.642, -0.246)
N (0.107, 1.349, 0.113)
C (0.324, -3.015, 0.142)
C (0.563, -4.395, 0.192)
H (0.168, -6.217, 1.524)
H (-0.879, -4.804, 3.382)
H (-1.109, -2.513, 3.249)
H (-1.426, -1.304, -0.999)
H (-2.436, -0.566, 0.202)
H (-1.566, 2.991, -2.888)
H (0.262, 4.895, -2.850)
H (1.942, 5.894, -1.700)
H (2.212, 2.738, 1.049)
H (0.333, 0.925, 1.019)
H (0.637, -2.425, -0.718)
H (0.968, -4.843, -0.707)



No. 6
A single C13H12O5 molecule, computed with ωB97M-V/def2-TZVPD.

Values from the calculation:
- Structure (SMILES): COC(=O)Cc1cc(=O)oc2cc(OC)ccc12
- 2S+1: 1
- ΔE to the lowest compared entry with this formula, charge and spin: 270.7 kcal/mol
- E_tot: -23902.6393 eV
- Highest occupied orbital energy: -8.275 eV
- Gap between HOMO and LUMO: 7.52 eV

Atoms and positions in Å:
C (3.031, 2.682, 0.852)
O (2.666, 1.537, -0.371)
C (2.770, 0.346, 0.172)
O (3.164, -0.049, 1.349)
C (2.398, -0.475, -1.135)
C (1.257, -1.372, -0.642)
C (1.578, -2.748, -0.292)
C (0.444, -3.403, 0.204)
O (0.548, -4.678, 0.316)
O (-0.722, -3.244, 0.253)
C (-0.983, -1.673, 0.158)
C (-2.312, -1.343, 0.220)
C (-2.722, -0.032, 0.246)
O (-4.058, 0.419, 0.527)
C (-4.372, 1.765, 0.219)
C (-1.642, 0.729, -0.291)
C (-0.429, 0.404, -0.489)
C (0.088, -0.763, -0.409)
H (2.481, 2.568, 1.633)
H (4.174, 2.638, 1.059)
H (2.901, 3.621, 0.274)
H (3.209, -1.138, -1.161)
H (2.150, 0.060, -1.802)
H (2.551, -2.985, -0.436)
H (-3.032, -2.207, 0.703)
H (-5.484, 1.713, 0.602)
H (-3.826, 2.523, 0.562)
H (-4.170, 1.971, -0.894)
H (-1.967, 1.921, -0.620)
H (0.310, 1.213, -0.807)



No. 7
A single C13H12OS molecule, computed with ωB97M-V/def2-TZVPD.

Values from the calculation:
- Structure (SMILES): S[C@@H](Oc1ccccc1)c1ccccc1
- 2S+1: 1
- ΔE to the lowest compared entry with this formula, charge and spin: 0.0 kcal/mol
- E_tot: -26556.2694 eV
- Highest occupied orbital energy: -8.445 eV
- Gap between HOMO and LUMO: 9.19 eV

Atoms and positions in Å:
S (-1.330, -1.838, 1.522)
C (-0.121, -0.738, 0.860)
O (-0.659, -0.228, -0.501)
C (-0.231, -0.739, -1.687)
C (0.866, -1.593, -1.830)
C (1.094, -2.110, -3.134)
C (0.213, -1.810, -4.223)
C (-0.887, -1.085, -4.039)
C (-1.114, -0.555, -2.743)
C (0.253, 0.486, 1.746)
C (0.356, 0.336, 3.112)
C (0.574, 1.452, 3.876)
C (0.581, 2.742, 3.410)
C (0.331, 2.849, 2.043)
C (0.252, 1.764, 1.182)
H (-2.391, -1.077, 1.160)
H (0.848, -1.319, 0.551)
H (1.682, -1.434, -1.080)
H (2.068, -2.630, -3.338)
H (0.382, -2.206, -5.205)
H (-1.590, -0.928, -4.791)
H (-2.028, -0.035, -2.564)
H (0.512, -0.608, 3.631)
H (0.662, 1.359, 4.972)
H (0.557, 3.648, 4.084)
H (0.340, 3.837, 1.731)
H (0.526, 2.005, 0.161)



No. 8
A molecular structure, C13H13BF4N4O4SbScSe4, computed with ωB97M-V/def2-TZVPD.

Values from the calculation:
- Total charge: -2
- 2S+1: 1
- ΔE to the lowest compared entry with this formula, charge and spin: 0.0 kcal/mol
- E_tot: -328026.1628 eV
- Highest occupied orbital energy: -2.132 eV
- Gap between HOMO and LUMO: 6.30 eV

Atoms and positions in Å:
Sc (2.604, -1.694, 0.342)
Se (2.107, -4.743, 4.585)
Sb (1.347, -2.767, 3.448)
Se (3.168, -1.122, 2.916)
Se (0.739, -3.311, 1.007)
Se (-0.593, -1.589, 4.348)
O (4.776, -1.296, 0.023)
N (5.117, -2.468, 0.400)
O (6.268, -2.775, 0.570)
O (4.154, -3.269, 0.572)
F (1.067, -0.743, -2.555)
B (2.382, -1.136, -2.772)
F (3.263, -0.085, -2.514)
F (2.574, -1.686, -4.017)
F (2.675, -2.167, -1.746)
C (-2.004, -0.551, -3.540)
C (-2.317, 0.104, -2.223)
C (-2.835, 1.392, -2.164)
C (-3.066, 2.017, -0.947)
C (-2.819, 1.347, 0.242)
N (-3.078, 2.037, 1.464)
C (-2.513, 1.746, 2.699)
O (-3.170, 1.862, 3.718)
N (-1.183, 1.408, 2.722)
C (-0.287, 1.456, 1.640)
C (-0.107, 2.587, 0.860)
C (0.819, 2.538, -0.171)
C (1.549, 1.380, -0.379)
N (1.375, 0.291, 0.377)
C (0.468, 0.330, 1.352)
C (-2.332, 0.044, 0.202)
C (-2.065, -0.555, -1.020)
H (-2.435, 0.013, -4.369)
H (-2.395, -1.569, -3.576)
H (-0.926, -0.608, -3.687)
H (-3.037, 1.927, -3.085)
H (-3.428, 3.039, -0.912)
H (-4.042, 2.301, 1.601)
H (-0.934, 0.753, 3.470)
H (-0.685, 3.480, 1.061)
H (0.989, 3.393, -0.810)
H (2.274, 1.307, -1.176)
H (0.325, -0.561, 1.952)
H (-2.144, -0.506, 1.118)
H (-1.643, -1.553, -1.026)